Record 1
Computed, not measured: a structure of composition C6H18O7PS3Tl in a non-equilibrium geometry, with wB97M-V/def2-TZVPD.

Positions of all 36 atoms, in Å:
1 Tl -0.105 -0.734 -0.065
2 P 0.684 -1.896 2.783
3 O 1.423 -0.596 2.333
4 O 1.068 -2.815 1.596
5 O -0.798 -1.584 2.532
6 O 0.999 -2.430 4.172
7 C 4.712 0.803 -2.068
8 S 3.197 1.488 -1.308
9 O 2.096 0.486 -1.469
10 C 3.659 1.234 0.434
11 H 4.757 1.292 -3.041
12 H 4.687 -0.274 -1.949
13 H 5.578 1.251 -1.573
14 H 3.642 0.192 0.731
15 H 2.940 1.840 0.987
16 H 4.604 1.744 0.650
17 C 0.371 3.984 2.073
18 S -0.589 3.144 0.751
19 O 0.352 2.066 0.293
20 C -1.738 2.393 1.920
21 H -0.176 4.746 2.624
22 H 1.259 4.465 1.656
23 H 0.771 3.182 2.695
24 H -1.246 1.802 2.694
25 H -2.479 1.808 1.383
26 H -2.194 3.206 2.494
27 C -4.746 -3.066 -1.376
28 S -3.478 -2.034 -2.204
29 O -2.257 -2.161 -1.289
30 C -3.077 -3.235 -3.502
31 H -5.268 -3.624 -2.158
32 H -5.365 -2.430 -0.752
33 H -4.334 -3.870 -0.764
34 H -3.874 -3.261 -4.248
35 H -2.926 -4.225 -3.081
36 H -2.149 -2.891 -3.954

HOMO in Eh: -0.33353
LUMO energy in eV: -3.778

Atom charges from the Mulliken analysis, given in e for atoms 1 to 6:
1. Tl 0.875
2. P 0.689
3. O -0.207
4. O -0.340
5. O -0.434
6. O -0.617

***

Record 2
Computed, not measured: an isolated molecule of C18H14ClN7O2 in a non-equilibrium geometry, with wB97M-V/def2-TZVPD.

Positions of all 42 atoms, in Å:
1 C -0.578 4.026 -1.248
2 N 0.349 3.077 -0.652
3 C 0.936 3.266 0.612
4 N 1.839 2.480 1.120
5 C 2.287 1.369 0.362
6 C 3.257 0.328 0.575
7 C 4.022 0.223 1.799
8 N 4.710 0.047 2.728
9 N 3.403 -0.484 -0.419
10 N 2.443 -0.042 -1.282
11 C 2.057 -0.860 -2.415
12 C 0.897 -1.732 -2.066
13 N 0.721 -2.262 -0.907
14 C -0.434 -2.985 -1.035
15 C -0.997 -3.696 0.143
16 C -2.216 -3.030 0.752
17 C -1.986 -1.586 1.178
18 C -1.666 -1.266 2.518
19 C -1.521 0.072 2.902
20 C -1.782 1.100 1.988
21 Cl -1.587 2.755 2.484
22 C -2.107 0.791 0.693
23 C -2.222 -0.557 0.272
24 N -0.940 -2.935 -2.225
25 O -0.027 -2.174 -2.955
26 C 1.788 1.119 -0.881
27 C 0.806 2.002 -1.422
28 O 0.428 1.805 -2.567
29 H -0.183 4.389 -2.217
30 H -0.789 4.862 -0.544
31 H -1.509 3.488 -1.387
32 H 0.607 4.160 1.209
33 H 2.905 -1.484 -2.700
34 H 1.763 -0.180 -3.261
35 H -0.161 -3.719 0.847
36 H -1.237 -4.715 -0.127
37 H -2.572 -3.601 1.631
38 H -3.059 -3.092 0.041
39 H -1.577 -2.032 3.296
40 H -1.297 0.284 3.924
41 H -2.295 1.547 -0.021
42 H -2.475 -0.757 -0.742

HOMO in Eh: -0.33938
Energy relative to the best compared isomer or geometry (same formula, charge and spin) in eV: 0.000
SMILES: Cn1cnc2c(C#N)nn(Cc3nc(CCc4ccc(Cl)cc4)no3)c2c1=O
LUMO energy in eV: 0.006

Atom charges from the Mulliken analysis, given in e for atoms 1 to 6:
1. C -0.894
2. N 0.195
3. C -0.229
4. N -0.616
5. C 1.296
6. C 0.117